Density functional theory data (the ωB97M-V functional and the def2-TZVPD basis) for a molecular structure, C55H68CaGeSb2Si4Te at a distorted geometry.

Geometry as XYZ:
```
132
C55H68CaGeSb2Si4Te the ωB97M-V functional and the def2-TZVPD basis
Ca 0.61940 0.00607 -0.32946
C -0.14024 2.85274 1.25235
C -1.28069 2.60816 0.29210
C -1.15116 3.45308 -0.95918
Sb 0.52958 2.85868 -2.20013
C 0.07954 4.43664 -3.64008
C 1.07270 5.28085 -4.13593
C 0.81800 6.15526 -5.17450
C -0.43837 6.19220 -5.76563
C -1.42238 5.32321 -5.31563
C -1.16097 4.45255 -4.27639
C 2.03464 4.05362 -1.21181
C 1.86529 5.41058 -0.97591
C 2.87427 6.15396 -0.38946
C 4.06305 5.54225 -0.02945
C 4.22829 4.18201 -0.23559
C 3.21661 3.44223 -0.82119
Sb 0.21050 1.25504 2.69589
C -1.78120 2.51941 4.04233
C -2.98090 2.20538 3.39330
C -4.19399 2.79880 3.69978
C -4.26169 3.73644 4.71678
C -3.10766 4.05269 5.41541
C -1.89955 3.46284 5.07069
C 1.38459 2.49610 4.03714
C 2.13247 1.86653 5.01598
C 2.86529 2.57997 5.94687
C 2.81745 3.96333 5.94737
C 2.05095 4.60991 4.99366
C 1.35495 3.88147 4.04686
H -0.32714 3.79090 1.77077
H 0.80618 2.94114 0.70819
H -2.21778 2.84383 0.80564
H -1.33931 1.54326 0.00418
H -0.98735 4.49719 -0.68283
H -2.05246 3.38999 -1.57105
H 2.05820 5.25616 -3.68604
H 1.59915 6.81507 -5.53243
H -0.64012 6.87761 -6.57922
H -2.39710 5.32952 -5.78629
H -1.93191 3.76790 -3.94810
H 0.93611 5.89174 -1.25792
H 2.73830 7.21407 -0.21968
H 4.85991 6.12441 0.41326
H 5.14830 3.69431 0.05592
H 3.34084 2.36987 -0.95896
H -2.95485 1.44415 2.61155
H -5.09589 2.52538 3.15520
H -5.20669 4.21708 4.96318
H -3.16145 4.76128 6.24157
H -1.01340 3.74152 5.63595
H 2.12624 0.78544 5.04614
H 3.47549 2.06122 6.67588
H 3.36585 4.53047 6.69035
H 1.99885 5.69106 4.99137
H 0.76199 4.41016 3.31635
C 1.98682 0.65749 1.44998
Ge 2.72602 -1.13500 1.59961
C 1.97868 -3.09252 1.59075
C 1.85466 -3.92927 0.48878
C 1.37351 -5.22253 0.61760
C 1.00240 -5.70637 1.86143
C 1.09320 -4.87976 2.97015
C 1.56542 -3.58877 2.82213
C 4.11868 -1.67948 3.00290
C 4.85914 -2.83081 2.76435
C 5.72786 -3.34170 3.70910
C 5.87134 -2.71746 4.93685
C 5.15235 -1.56282 5.19049
C 4.30153 -1.05013 4.22408
C 4.04388 -1.08194 0.05688
C 5.29432 -0.51654 0.29041
C 6.19705 -0.27829 -0.73194
C 5.87364 -0.62213 -2.03511
C 4.63378 -1.17935 -2.29731
C 3.73560 -1.38835 -1.26438
H 2.16548 -3.57763 -0.48799
H 1.29380 -5.87098 -0.24894
H 0.64486 -6.72641 1.95790
H 0.81726 -5.26262 3.94616
H 1.64134 -2.93788 3.68643
H 4.75153 -3.34672 1.81782
H 6.28914 -4.24381 3.49788
H 6.53600 -3.12874 5.68701
H 5.23697 -1.06367 6.14782
H 3.76163 -0.13665 4.42300
H 5.56076 -0.24961 1.30595
H 7.15904 0.17867 -0.52199
H 6.58043 -0.45433 -2.84021
H 4.36461 -1.45339 -3.31061
H 2.76599 -1.81763 -1.50497
C -3.74006 -5.37585 -4.54367
Si -2.23895 -4.35902 -3.91495
C -1.01792 -5.57985 -3.08023
C -1.32529 -3.85340 -5.52327
Si -2.85714 -2.58185 -2.50279
Te -1.20705 -0.80381 -2.82597
Si -4.86172 -1.53545 -3.19783
C -6.49633 -2.54449 -3.25899
C -5.27031 -0.06829 -2.03376
C -4.74063 -0.78991 -4.96060
Si -3.25666 -3.54629 -0.38046
C -4.65288 -2.69025 0.61380
C -1.79128 -3.60115 0.83863
C -3.89990 -5.34925 -0.55538
H -3.47449 -6.14833 -5.26186
H -4.45124 -4.71391 -5.02939
H -4.25210 -5.86042 -3.71798
H -0.60777 -6.31208 -3.77202
H -1.49060 -6.12904 -2.27132
H -0.18349 -5.03328 -2.64971
H -1.10926 -4.69867 -6.17726
H -0.38098 -3.37495 -5.28462
H -1.90904 -3.13905 -6.09562
H -6.74622 -2.93559 -2.27699
H -6.41082 -3.38897 -3.93560
H -7.33690 -1.94202 -3.59604
H -5.54242 -0.43070 -1.04702
H -6.09672 0.53959 -2.39856
H -4.40930 0.58297 -1.91101
H -4.63750 -1.57509 -5.70248
H -3.87090 -0.14983 -5.04514
H -5.61140 -0.19874 -5.22943
H -4.33695 -1.70603 0.94426
H -4.93136 -3.26216 1.49792
H -5.55067 -2.56355 0.01609
H -1.42074 -2.59849 1.06117
H -0.95798 -4.17578 0.44753
H -2.06610 -4.05238 1.79073
H -4.75078 -5.38438 -1.23079
H -4.21862 -5.77674 0.39214
H -3.13700 -6.00313 -0.96268
```

Properties
* total energy: -184970.551 eV
* charge: -2
* strongest force on any atom: 1.5 eV/A
* frontier orbital gap: 4.02 eV
* ΔE to the lowest compared entry with this formula, charge and spin: 1.673 eV

Mulliken population analysis, charges in e, atoms 1 to 4: number 1, Ca, carries 0.51; number 2, C, carries -0.58; number 3, C, carries -0.17; number 4, C, carries -1.12